# 1
29
Properties=species:S:1:pos:R:3:forces:R:3:lowdin_charge:R:1 method="wB97M-V/def2-TZVPD" gap_ev=6.2 e_lumo_ha=-0.0415 homo_energy_ev=-7.366 e_tot_ha=-2471.57794
O 0.587 -1.220 4.916 -0.4 -0.3 -1.2 0.1149
C 0.605 -1.239 3.703 1.4 1.1 1.0 -0.3475
C 1.875 -0.856 2.947 3.7 0.6 0.6 -0.3862
O 2.993 -0.672 3.602 -4.0 -0.7 -2.0 -0.0658
C 1.795 -0.719 1.536 -3.0 0.3 0.3 -0.6638
Cl 3.225 -0.387 0.680 0.3 0.3 -0.8 0.7278
C 0.510 -1.023 0.671 1.0 -4.4 7.8 -0.7807
Cl 1.037 -2.690 -0.157 -0.4 0.3 -0.3 0.6278
N 0.118 -0.175 -0.295 2.4 4.6 -8.3 -0.0650
C -0.676 -0.624 -1.638 -0.4 0.1 1.1 -0.0933
C -0.880 0.372 -2.797 0.0 -0.4 0.1 -0.1697
C -1.198 1.795 -2.382 -0.2 0.1 0.2 -0.2085
C -0.126 2.316 -1.442 0.0 -0.2 0.6 -0.1637
C 0.135 1.445 -0.196 -0.6 -1.3 1.1 -0.0046
C -0.668 -1.380 1.519 0.5 -1.8 3.2 -0.6258
Cl -2.005 -2.084 0.690 -0.5 0.1 0.4 0.7494
C -0.588 -1.543 2.889 -1.1 0.1 -2.0 -0.5816
Cl -1.918 -2.124 3.799 0.0 0.0 -0.2 0.7501
H 1.138 -0.314 -0.534 -0.1 1.5 -2.4 0.1008
H -1.633 -0.938 -1.246 0.0 0.1 -0.2 0.0365
H -0.134 -1.487 -1.968 0.1 -0.4 -0.1 0.0663
H -1.722 -0.053 -3.407 0.8 0.2 0.6 0.1394
H -0.002 0.363 -3.443 0.1 0.1 0.0 0.1158
H -1.200 2.424 -3.273 -0.2 0.0 0.0 0.1163
H -2.190 1.856 -1.914 0.2 0.0 -0.1 0.1245
H 0.805 2.456 -1.992 0.0 -0.1 0.0 0.1191
H -0.407 3.314 -1.017 0.3 -0.8 -0.3 0.1389
H -0.606 1.599 0.574 -0.1 0.4 0.2 0.1289
H 1.130 1.587 0.176 0.3 0.4 0.5 0.0998

***

# 2
13
Properties=species:S:1:pos:R:3:forces:R:3:lowdin_charge:R:1 method="wB97M-V/def2-TZVPD" gap_ev=9.5 e_lumo_ha=0.0213 homo_energy_ev=-8.922 e_tot_ha=-535.78151
C 0.977 1.131 -0.483 1.9 -0.1 -0.7 -0.1123
C 1.701 0.193 -0.984 -0.2 2.1 0.7 -0.0196
C -0.262 1.732 -0.049 -0.7 -0.3 2.5 -0.1248
C -0.676 0.295 0.337 0.5 -0.5 -0.7 -0.2146
C 0.412 -0.506 -0.483 -2.3 -2.7 -3.5 -0.7285
P 0.690 -2.215 0.070 -1.7 -0.7 -1.7 0.8097
H -0.343 2.329 0.895 0.7 0.0 -1.2 0.1334
H -0.884 2.093 -0.820 -0.5 0.7 -1.0 0.1015
H -0.541 0.073 1.382 0.5 0.2 0.4 0.0998
H -1.674 -0.026 0.123 -0.6 0.0 -0.6 0.1031
H -0.139 -0.981 -1.963 0.8 1.3 3.5 0.1908
H -0.568 -2.123 0.759 0.2 -0.7 -0.2 -0.0838
H 1.306 -1.995 1.215 1.4 0.7 2.3 -0.1549

***

# 3
48
Properties=species:S:1:pos:R:3:forces:R:3:lowdin_charge:R:1 method="wB97M-V/def2-TZVPD" gap_ev=8.8 e_lumo_ha=0.0169 homo_energy_ev=-8.329 e_tot_ha=-1787.28509
C -3.172 -3.211 -1.849 0.1 -0.1 -0.1 -0.1174
C -2.725 -2.065 -2.774 0.1 0.0 0.0 -0.4115
C -1.352 -1.532 -2.363 0.0 -0.3 0.1 -0.9391
I -0.422 -0.463 -3.968 0.0 0.0 -0.1 0.7757
P -1.445 -0.396 -0.753 -0.2 0.2 -0.1 0.7822
C -1.595 0.726 0.772 0.1 -0.1 0.2 -0.4901
C -2.329 0.178 1.995 0.2 0.2 0.1 -0.8202
C -1.890 -1.206 2.465 0.1 -0.1 0.0 -0.1761
I -4.463 0.223 1.640 -0.1 -0.1 0.0 0.7791
H -4.257 -3.250 -1.746 0.0 0.0 -0.1 0.0727
H -2.758 -3.107 -0.842 0.0 0.0 0.0 0.0535
H -2.838 -4.178 -2.238 0.0 0.1 0.1 0.0744
H -3.457 -1.247 -2.730 0.1 0.0 0.0 0.0925
H -2.709 -2.407 -3.812 -0.1 0.0 0.1 0.0768
H -0.664 -2.364 -2.160 -0.1 0.1 -0.1 0.0234
H -2.804 -0.785 -0.624 0.0 0.0 0.0 -0.0161
H -1.111 0.730 -1.541 0.1 0.0 0.0 -0.0296
H -0.430 -1.174 -0.161 0.0 0.0 0.0 0.0116
H -0.571 0.988 1.081 -0.1 -0.2 -0.1 0.0519
H -2.080 1.651 0.437 0.0 -0.1 0.1 0.0523
H -2.222 0.877 2.828 -0.2 -0.1 -0.1 0.0587
H -1.644 -1.863 1.629 -0.1 0.0 0.1 0.0460
H -0.992 -1.106 3.084 0.0 0.0 -0.1 0.0841
H -2.653 -1.708 3.063 0.1 0.1 0.0 0.0538
O 1.797 -0.133 0.793 -0.1 0.0 0.2 0.0908
C 2.376 -0.808 -0.009 0.1 -0.1 -0.1 -0.4938
C 3.344 -1.949 0.232 0.0 0.0 -0.1 -0.0675
C 4.022 -2.116 -1.126 0.0 0.1 0.0 -0.1414
C 2.935 -1.624 -2.080 0.0 0.0 0.0 -0.1612
O 2.207 -0.630 -1.333 -0.1 0.0 0.0 -0.0184
H 2.754 -2.825 0.513 0.0 0.0 0.0 0.1325
H 4.008 -1.706 1.056 0.0 0.0 0.0 0.1270
H 4.343 -3.131 -1.346 0.0 0.0 0.0 0.1158
H 4.891 -1.461 -1.188 0.0 0.0 0.0 0.1200
H 2.235 -2.413 -2.362 0.0 0.0 0.0 0.1170
H 3.308 -1.147 -2.981 0.0 0.0 0.0 0.1245
O 3.569 4.103 0.917 0.1 0.0 -0.1 0.1230
C 2.432 4.046 1.275 -0.1 0.0 0.1 -0.4828
C 1.330 3.117 0.808 -0.1 0.2 0.0 -0.0789
C 0.060 3.803 1.309 0.1 0.1 0.0 -0.1484
C 0.580 4.541 2.540 0.0 0.0 0.0 -0.1520
O 1.945 4.873 2.236 0.0 0.0 0.1 0.0197
H 1.487 2.145 1.276 0.0 0.0 0.0 0.1015
H 1.380 2.985 -0.269 0.0 -0.1 0.0 0.1314
H -0.755 3.121 1.543 0.1 0.1 0.0 0.0830
H -0.297 4.522 0.570 0.0 0.0 0.0 0.1216
H 0.573 3.908 3.430 0.0 0.0 0.0 0.1254
H 0.057 5.468 2.761 0.0 0.0 0.0 0.1229

***

# 4
95
Properties=species:S:1:pos:R:3:forces:R:3:mulliken_spin:R:1 method="wB97M-V/def2-TZVPD" s_squared=8.8039 spin_multiplicity=6 gap_ev="6.9 / 4.4" total_charge=+1 e_lumo_ha="-0.0868 / -0.1996" homo_energy_ev="-9.226 / -9.827" e_tot_ha=-5505.63797
Ru -1.855 -0.357 -1.198 -0.1 -0.3 -0.6 2.8491
C -4.396 0.884 2.137 0.0 0.0 -0.2 0.0182
C -3.571 0.162 1.125 -0.3 0.1 0.5 0.1410
N -2.889 0.834 0.108 0.3 0.5 -0.4 0.3260
N -3.135 2.133 -0.095 -0.6 -0.5 0.8 0.2060
C -2.529 2.636 -1.130 0.9 0.2 -0.7 0.0807
N -2.653 3.962 -1.415 -0.2 -0.4 0.2 0.0581
S -1.465 1.698 -2.167 -0.4 0.1 0.0 0.2400
C -3.398 -1.225 1.124 0.2 -0.1 -0.3 0.2293
C -4.067 -2.091 2.021 -0.1 0.0 0.1 0.1405
C -3.872 -3.440 1.944 0.1 -0.2 -0.1 0.0139
C -2.993 -3.967 0.972 -0.1 -0.1 0.3 0.1680
C -2.351 -3.103 0.127 0.1 0.4 -0.1 0.0186
N -2.523 -1.767 0.181 -0.5 -0.2 0.2 0.2360
H -4.351 1.953 1.955 0.0 0.0 0.0 0.0084
H -4.026 0.688 3.147 -0.1 0.0 0.0 0.0217
H -5.441 0.564 2.079 0.1 0.0 0.0 0.0134
H -3.380 4.461 -0.929 0.0 0.0 0.0 -0.0017
H -2.462 4.258 -2.355 0.1 0.1 -0.1 0.0053
H -4.740 -1.665 2.754 0.0 0.0 0.0 0.0180
H -4.386 -4.107 2.624 0.0 0.0 0.0 0.0014
H -2.810 -5.031 0.896 0.0 0.1 0.0 0.0089
H -1.658 -3.458 -0.624 0.0 0.0 -0.1 0.0132
Br -4.367 -1.076 -2.400 0.0 0.1 0.0 0.1180
C -3.471 -2.529 -3.246 0.0 0.1 0.1 -0.0447
C -4.232 -3.547 -3.737 0.0 -0.1 -0.1 0.0177
C -3.607 -4.580 -4.464 -0.1 0.0 0.0 -0.0233
C -2.267 -4.520 -4.717 0.1 -0.1 0.0 0.0352
C -1.475 -3.465 -4.206 0.0 0.0 0.0 -0.0138
C -0.086 -3.387 -4.487 0.0 0.0 -0.1 0.1053
C 0.668 -2.339 -4.035 0.0 0.0 0.0 -0.0237
C 0.078 -1.350 -3.229 -0.1 -0.1 0.0 0.0003
C -1.244 -1.439 -2.823 0.1 0.3 0.2 0.0447
C -2.071 -2.457 -3.404 0.0 0.1 -0.1 -0.0343
H -5.305 -3.547 -3.593 0.1 0.0 0.0 -0.0022
H -4.205 -5.398 -4.840 0.0 0.0 0.0 -0.0007
H -1.789 -5.281 -5.322 0.0 0.0 0.1 0.0015
H 0.361 -4.156 -5.108 0.0 0.0 0.1 0.0028
H 1.720 -2.274 -4.280 0.0 0.0 0.0 0.0035
H 0.685 -0.510 -2.916 0.0 0.0 0.1 0.0461
C 1.311 -1.021 -0.197 -0.2 0.2 0.2 -0.1900
C 1.320 -1.351 1.313 -0.3 0.1 -0.2 0.0237
C 0.178 -0.673 2.086 0.3 0.1 -0.2 -0.0175
Sb 0.025 1.486 1.847 0.1 0.2 0.4 -0.0239
C -1.400 1.757 3.442 0.0 -0.1 0.0 0.0120
C -1.705 0.776 4.386 -0.1 0.1 0.0 0.0025
C -2.552 1.062 5.453 0.0 0.0 -0.1 -0.0014
C -3.109 2.329 5.581 0.0 0.0 0.0 0.0016
C -2.821 3.309 4.638 0.0 0.0 0.0 0.0017
C -1.973 3.023 3.575 0.0 -0.2 0.1 0.0030
C 1.727 1.968 3.087 -0.1 -0.1 -0.1 0.0067
C 1.989 1.251 4.251 0.1 0.0 0.0 -0.0001
C 3.143 1.496 4.990 -0.1 0.0 0.0 0.0004
C 4.037 2.472 4.578 0.0 0.1 -0.1 -0.0004
C 3.764 3.224 3.440 0.0 0.0 0.1 0.0005
C 2.615 2.973 2.704 -0.1 -0.1 0.1 -0.0006
Sb 2.516 0.781 -0.418 0.4 0.2 0.0 -0.0115
C 4.338 -0.233 -0.924 -0.1 -0.1 0.1 0.0004
C 4.644 -1.455 -0.321 0.1 0.1 -0.2 0.0016
C 5.892 -2.042 -0.510 -0.1 0.0 0.0 0.0004
C 6.846 -1.409 -1.295 0.0 0.0 0.0 -0.0001
C 6.546 -0.198 -1.905 0.0 0.0 0.0 0.0002
C 5.303 0.394 -1.714 0.0 -0.1 0.1 0.0001
C 2.208 1.725 -2.326 0.1 -0.3 0.0 0.0016
C 1.807 3.061 -2.285 0.0 -0.1 -0.2 0.0074
C 1.796 3.830 -3.445 0.0 -0.1 0.0 -0.0001
C 2.176 3.263 -4.656 0.0 0.1 0.0 0.0004
C 2.566 1.931 -4.710 0.0 -0.1 0.1 0.0003
C 2.593 1.165 -3.547 -0.1 0.3 -0.1 -0.0005
H 0.265 -0.828 -0.524 0.5 -0.1 0.1 0.1216
H 1.699 -1.829 -0.817 0.0 0.0 0.0 -0.0094
H 2.272 -1.066 1.773 0.0 0.0 0.0 0.0021
H 1.229 -2.435 1.434 0.0 0.0 0.1 0.0032
H 0.265 -0.868 3.155 0.1 -0.1 -0.1 0.0001
H -0.766 -1.098 1.745 -0.1 0.0 0.1 0.0175
H -1.286 -0.221 4.306 0.0 0.0 0.0 -0.0004
H -2.767 0.299 6.192 0.0 0.0 0.0 -0.0001
H -3.759 2.555 6.419 0.0 0.0 -0.1 -0.0001
H -3.254 4.299 4.735 0.0 -0.1 0.0 0.0001
H -1.756 3.796 2.843 0.0 0.0 0.0 -0.0006
H 1.292 0.494 4.598 0.1 0.0 0.0 -0.0001
H 3.344 0.919 5.885 0.0 0.0 0.0 0.0002
H 4.941 2.656 5.147 0.0 0.0 0.0 0.0000
H 4.450 4.003 3.123 0.0 0.0 0.0 0.0001
H 2.408 3.573 1.828 0.0 0.0 -0.1 -0.0002
H 3.914 -1.961 0.301 0.0 0.0 0.0 -0.0002
H 6.118 -2.991 -0.035 0.0 0.1 0.0 0.0000
H 7.823 -1.858 -1.430 -0.1 0.0 0.0 0.0000
H 7.287 0.291 -2.529 0.0 0.0 0.1 0.0000
H 5.087 1.345 -2.187 0.0 0.0 0.0 0.0001
H 1.498 3.502 -1.343 0.1 0.0 0.0 0.0015
H 1.502 4.873 -3.401 0.0 -0.1 0.0 -0.0002
H 2.182 3.865 -5.558 0.0 0.0 0.1 0.0000
H 2.860 1.491 -5.657 0.0 0.0 0.1 0.0001
H 2.930 0.135 -3.596 0.1 0.0 0.0 0.0002